Computed, not measured: C30H46O9 as an isolated structure in a non-equilibrium geometry, with ωB97M-V/def2-TZVPD.

```
85
Properties=species:S:1:pos:R:3:lowdin_charge:R:1
C 9.26433 -1.08808 1.06399 -0.04
H 10.16836 -1.21353 0.24809 0.15
H 8.98646 -1.98058 1.23379 0.01
O 8.28030 -0.33415 0.32231 -0.17
C 7.10923 -0.21858 0.99828 -0.24
C 5.92589 -1.20304 0.99578 -0.31
O 6.40940 -2.39902 0.51216 -0.10
H 6.94258 -1.97143 -0.57892 0.30
C 4.76938 -0.53214 -0.01107 -0.36
O 3.99596 0.13110 0.89447 -0.10
C 2.49491 0.30180 0.65390 -0.12
C 1.86047 -1.15690 0.92277 -0.14
C 0.47887 -1.46377 0.67552 -0.24
H 0.11486 -2.18916 1.08392 0.03
H -0.02566 -0.58551 1.33777 0.18
C -0.00574 -1.00108 -0.53895 -0.31
C 0.64730 -2.23305 -1.53467 0.06
H 1.65648 -2.09396 -1.56356 0.03
H 0.32903 -1.83017 -2.65655 0.16
H 0.29628 -3.00601 -1.10451 -0.01
C 0.63233 0.39009 -1.17974 -0.38
C -0.12651 1.66972 -0.22388 -0.03
C -1.50377 1.69932 -0.62301 -0.10
C -2.20292 0.34054 -0.01139 -0.02
C -1.48207 -0.74624 -1.10048 -0.01
C -2.10356 -2.16581 -0.39898 -0.08
C -3.66017 -2.31454 -0.73334 -0.01
H -3.73554 -1.87766 -1.84496 0.16
H -4.22769 -3.10229 -0.31958 0.09
C -4.36999 -1.00238 0.01727 -0.39
C -4.52656 -1.11364 1.39549 -0.05
H -3.59161 -1.27234 1.79556 0.05
H -5.10920 -0.41802 1.94820 0.09
H -5.03587 -2.31616 1.59163 0.19
C -3.70622 0.30016 -0.37788 -0.39
O -4.11909 1.63731 0.45012 0.02
H -3.87918 1.29310 1.15773 -0.08
C -4.11863 0.70552 -1.55061 -0.20
H -3.41655 0.33844 -2.51661 0.19
H -4.28494 1.89376 -1.83822 0.20
C -5.41424 -0.04127 -1.85180 -0.16
H -6.40630 0.86375 -1.89932 0.18
H -5.59789 -0.63582 -2.87210 0.15
C -5.83462 -0.95712 -0.73183 -0.16
C -6.94932 -0.14389 0.02342 -0.21
C -6.92508 1.00212 0.41548 0.05
C -8.19125 1.00940 1.32998 -0.62
O -8.67094 1.91570 1.84181 0.18
O -8.70894 -0.06359 1.33485 0.16
C -8.04796 -0.98471 0.77320 -0.15
H -7.48791 -1.75174 1.36572 0.15
H -8.49709 -1.52495 -0.08269 0.15
H -6.32697 1.99992 0.07084 0.20
H -6.06905 -1.89664 -0.94441 0.08
H -1.94847 -2.38053 0.80308 0.17
H -1.71834 -2.96766 -0.66788 -0.01
H -1.65559 -0.88038 -2.00639 0.04
H -2.05256 0.22433 0.95185 0.09
H -1.94758 2.53897 -0.18262 0.12
H -1.49242 1.65605 -1.46487 -0.03
H 0.22011 1.44305 0.60803 0.00
H 0.49322 2.49762 -0.64097 0.14
C 2.24260 0.46022 -0.87145 -0.01
H 2.56168 -0.25028 -1.38434 0.04
H 2.57320 1.35231 -0.98967 0.05
O 0.51252 0.43700 -2.45410 0.09
H 0.88023 1.23607 -2.72876 0.11
H 2.50245 -1.92456 0.57836 0.08
H 2.03859 -1.51794 2.15190 0.19
H 2.20848 0.93371 1.71655 0.23
O 5.35741 0.29888 -0.89454 0.01
C 6.15031 1.30854 -0.61419 -0.45
C 5.24034 2.59523 -1.06122 0.02
H 5.00701 2.84058 -2.23822 0.13
H 4.51532 2.53467 -0.41415 -0.01
H 6.07136 3.48179 -0.94468 0.12
C 6.49726 1.43099 0.69598 -0.27
O 7.59340 2.33018 0.88340 -0.10
H 8.57747 2.05991 0.29751 0.25
H 5.76205 1.57623 1.51430 0.17
H 6.88787 1.25842 -1.29196 0.12
H 4.40194 -1.52528 -0.38233 0.17
H 5.51846 -1.47464 2.10372 0.20
H 7.42737 -0.12394 2.31796 0.21
H 9.81369 -0.46663 1.74026 0.09
```

Computed properties:
Frontier orbital gap   8.99 eV
DFT total energy   -50252.328 eV
Energy above the lowest of the compared OMol25 structures with the same formula, charge and spin   48.7 kcal per mole
LUMO energy   0.014 Eh



Computed, not measured: C20H12Cl5F5N3O3RuTe as an isolated structure in a non-equilibrium geometry, with ωB97M-V/def2-TZVPD.

```
50
Properties=species:S:1:pos:R:3:lowdin_charge:R:1
Ru -0.47540 -0.47458 -0.39848 1.24
C 3.57204 -0.26413 -1.58807 -0.01
C 2.08744 -0.33853 -1.46487 -0.23
N 1.46773 -0.39385 -0.35763 -0.10
N 2.06040 -0.35812 0.89017 0.13
C 1.11575 -0.32547 1.80964 -0.40
O -0.15876 -0.25027 1.58471 -0.15
C 1.54711 -0.35658 3.23029 -0.15
C 2.90172 -0.31814 3.55172 -0.03
C 3.29712 -0.34266 4.87879 -0.08
C 2.34092 -0.40982 5.88434 -0.09
C 0.99273 -0.45640 5.56347 -0.07
C 0.59204 -0.42954 4.23516 -0.01
C 1.19926 -0.35844 -2.67913 -0.17
C 1.70195 -0.32994 -3.95920 0.01
C 0.81010 -0.35102 -5.03039 -0.03
C -0.54570 -0.39835 -4.78726 -0.03
C -0.98676 -0.42034 -3.47114 -0.08
N -0.13410 -0.39583 -2.45501 -0.01
H 4.01410 -0.23353 -0.59742 0.07
H 3.86898 0.62801 -2.14265 0.09
H 3.94888 -1.13752 -2.12423 0.09
H 3.63202 -0.26942 2.75728 0.10
H 4.34923 -0.31107 5.12957 0.10
H 2.65077 -0.42906 6.92153 0.10
H 0.25062 -0.51626 6.34873 0.10
H -0.45345 -0.47816 3.96545 0.12
H 2.76902 -0.29719 -4.12192 0.12
H 1.18737 -0.33278 -6.04403 0.12
H -1.26436 -0.42984 -5.59329 0.11
H -2.03538 -0.47842 -3.20815 0.11
Cl -5.33651 4.78602 -0.53453 0.68
C -3.91313 3.81508 -0.49583 -0.71
C -4.01517 2.43273 -0.43452 -0.71
Cl -5.54534 1.65029 -0.38567 0.71
C -2.85229 1.67861 -0.41423 -0.53
Cl -2.94100 -0.07096 -0.31807 0.78
C -1.56830 2.22732 -0.45696 -0.45
O -0.48400 1.50290 -0.45098 -0.25
C -1.49399 3.63049 -0.51180 -0.61
Cl 0.07010 4.34550 -0.56100 0.73
C -2.64508 4.40460 -0.52943 -0.69
Cl -2.51232 6.11932 -0.59726 0.69
F -2.70456 -2.80920 -1.69305 -0.40
Te -1.95119 -3.57076 -0.14832 1.85
F -2.33822 -2.60934 1.39052 -0.38
F -3.41723 -4.54544 0.21808 -0.31
F -0.92237 -4.60132 1.00100 -0.36
F -1.31309 -4.80790 -1.37640 -0.36
O -0.41968 -2.32068 -0.42949 -0.65
```

Computed properties:
Frontier orbital gap (spin up / spin down)   6.87 / 7.01 eV
DFT total energy   -117623.071 eV
Energy above the lowest of the compared OMol25 structures with the same formula, charge and spin   0.0 kcal per mole
Multiplicity   2
LUMO energy (spin up / spin down)   -0.052 / -0.052 Eh



Computed, not measured: C32H47N3OPZn as an isolated structure, with ωB97M-V/def2-TZVPD.

```
85
Properties=species:S:1:pos:R:3:lowdin_charge:R:1
Zn 0.49790 0.16891 0.12564 0.74
C 1.19795 4.10876 2.43064 -0.04
C 1.97712 2.90176 1.97644 -0.27
C 2.88282 2.99838 0.92304 -0.03
C 3.72948 1.94816 0.59249 -0.26
C 4.71895 2.08734 -0.53555 -0.03
C 3.67877 0.78670 1.35840 -0.04
C 2.77459 0.64541 2.40292 -0.28
C 2.78941 -0.57332 3.29458 -0.04
C 1.90286 1.70072 2.67789 -0.04
H 0.83733 4.70371 1.59100 0.07
H 1.83983 4.76004 3.02675 0.10
H 0.35111 3.83079 3.05852 0.08
H 2.95913 3.92981 0.37002 0.12
H 5.61894 2.60915 -0.20209 0.09
H 4.29916 2.66127 -1.36301 0.08
H 5.02798 1.11192 -0.91418 0.07
H 4.37046 -0.02386 1.14189 0.12
H 3.15055 -0.31034 4.29028 0.09
H 3.44240 -1.35196 2.89644 0.07
H 1.78994 -0.99656 3.42600 0.07
H 1.23871 1.62319 3.53550 0.12
C -1.96274 1.68237 2.14866 -0.10
C -1.72773 2.70219 1.03016 -0.53
C -2.99430 3.49682 0.71853 -0.09
P -1.03452 1.82861 -0.40756 1.04
C -0.75963 2.99184 -1.77981 -0.54
C -0.07151 2.24064 -2.92213 -0.10
C 0.03500 4.21954 -1.33905 -0.09
C -2.27529 0.63814 -0.95571 -0.30
C -3.45698 1.06731 -1.58194 -0.06
C -4.44432 0.19440 -1.99037 -0.28
C -5.71472 0.66324 -2.65116 -0.05
C -4.21753 -1.16425 -1.74287 -0.02
C -3.06984 -1.62346 -1.13542 -0.02
C -2.05161 -0.73753 -0.72526 -0.30
N -0.87015 -1.16731 -0.13467 -0.08
C -0.56220 -2.55056 -0.09855 -0.28
C -0.16983 -3.22805 -1.25928 -0.21
C -0.18140 -2.53715 -2.59841 -0.02
C 0.22662 -4.55972 -1.16250 -0.01
C 0.24610 -5.24006 0.05025 -0.28
C 0.63177 -6.69651 0.11527 -0.05
C -0.14431 -4.54533 1.19059 -0.02
C -0.55797 -3.21508 1.13478 -0.23
C -0.99408 -2.49898 2.38997 -0.03
H -2.31522 2.19304 3.04730 0.09
H -1.04996 1.14068 2.41506 0.04
H -2.71761 0.94907 1.85492 0.09
H -0.94217 3.38776 1.34423 0.06
H -3.82839 2.83251 0.48591 0.08
H -2.86495 4.19337 -0.11262 0.07
H -3.27442 4.08209 1.59748 0.09
H -1.75413 3.30238 -2.10691 0.10
H 0.91157 1.87535 -2.60673 0.07
H 0.08211 2.91159 -3.76917 0.09
H -0.66281 1.39005 -3.26477 0.08
H 1.03092 3.93262 -0.99424 0.06
H -0.45946 4.77289 -0.53819 0.07
H 0.15840 4.90073 -2.18319 0.09
H -3.60524 2.12733 -1.76720 0.10
H -5.66267 1.72161 -2.90652 0.08
H -6.57825 0.52508 -1.99747 0.08
H -5.91258 0.10850 -3.56969 0.08
H -4.97038 -1.88680 -2.04328 0.12
H -2.93829 -2.68579 -0.97363 0.12
H -1.19526 -2.25692 -2.89374 0.08
H 0.22380 -3.18848 -3.37268 0.08
H 0.40515 -1.61666 -2.57542 0.07
H 0.52023 -5.08530 -2.06779 0.12
H 1.35786 -6.94909 -0.65735 0.08
H -0.23796 -7.34023 -0.03625 0.09
H 1.05933 -6.95311 1.08417 0.08
H -0.14919 -5.05860 2.14763 0.12
H -0.90647 -3.14869 3.26001 0.08
H -2.03184 -2.16571 2.31273 0.09
H -0.40280 -1.59861 2.57748 0.05
N 3.66839 -2.02990 -1.42346 0.22
C 2.74867 -1.78482 -0.47318 -0.60
N 2.59920 -2.67525 0.52637 0.23
O 2.09167 -0.72224 -0.53379 -0.08
H 4.20193 -2.87991 -1.45294 0.12
H 3.76382 -1.36619 -2.17134 0.12
H 2.95776 -3.60867 0.40410 0.13
H 1.72499 -2.62675 1.03694 0.09
```

Computed properties:
Frontier orbital gap   7.52 eV
Charge   +1
DFT total energy   -98170.215 eV
LUMO energy   -0.080 Eh



Computed, not measured: a 2-piece molecular cluster, C6H16 overall in a non-equilibrium geometry, with ωB97M-V/def2-TZVPD.

```
22
Properties=species:S:1:pos:R:3:lowdin_charge:R:1
C -1.42112 0.78733 0.75366 -0.48
C -2.04604 1.69289 -0.16302 -0.15
C -2.02405 -0.53784 0.98223 -0.09
C 0.10419 0.60553 0.19012 -0.06
H -1.26981 1.29009 1.67066 0.11
H -1.64159 2.77212 -0.34504 0.12
H -3.15429 1.65535 0.01226 0.08
H -2.36559 -0.78449 2.01189 0.09
H -2.96834 -0.52994 0.51222 0.05
H -1.54551 -1.49022 0.75871 0.08
H 0.75170 1.41126 0.28782 0.05
H 0.71948 -0.00079 0.81375 0.04
H 0.03293 0.35833 -0.84421 0.06
H -2.24528 1.34036 -1.20682 0.09
C 2.48263 -1.77414 -0.30329 -0.16
C 2.63952 -0.56108 -1.28080 -0.15
H 1.89169 -2.59272 -0.65560 0.05
H 3.44422 -2.21978 -0.15131 0.05
H 1.94808 -1.39342 0.58494 0.04
H 3.35002 -1.02706 -2.03949 0.09
H 2.99738 0.30813 -0.83114 0.04
H 1.64412 -0.37332 -1.65193 0.03
```

Computed properties:
Frontier orbital gap   11.36 eV
DFT total energy   -6479.499 eV
Energy above the lowest of the compared OMol25 structures with the same formula, charge and spin   49.8 kcal per mole
LUMO energy   0.040 Eh



Computed, not measured: a 6-piece molecular cluster, C43H49N7OSSi overall in a non-equilibrium geometry, with ωB97M-V/def2-TZVPD.

```
102
Properties=species:S:1:pos:R:3:lowdin_charge:R:1
C 3.94734 0.60841 0.92076 -0.21
Si 2.62838 -0.27488 -0.23476 0.49
C 2.63139 -2.14480 0.36736 -0.22
C 3.19830 -0.31643 -2.07321 -0.21
N 0.95312 0.31993 0.03477 -0.18
C 0.85239 1.82828 0.04625 -0.19
C 1.07112 2.56810 1.52972 -0.01
C 0.95266 4.19683 1.74821 -0.05
C 0.62014 5.12755 0.40364 -0.06
C 0.39335 4.44830 -1.08267 -0.08
C 0.50975 2.80106 -1.22784 -0.37
S 0.20730 1.92114 -2.89633 0.77
C -0.56850 0.26700 -2.33622 -0.38
C -1.70424 -0.55536 -3.18580 -0.05
C -2.35340 -1.96883 -2.58088 -0.02
C -1.87268 -2.62863 -1.12173 -0.11
C -2.50343 -4.06221 -0.53671 -0.12
C -1.84558 -4.52121 0.89740 -0.37
O -2.43824 -3.70894 1.97270 -0.12
C -1.97338 -6.16430 1.17984 -0.20
N -0.68993 -6.76416 0.57098 -0.05
C -0.73320 -1.75731 -0.30171 0.05
C -0.06312 -0.33559 -0.87359 -0.16
H 4.84303 -0.17441 1.01182 0.05
H 4.40892 1.56426 0.42687 0.05
H 3.55183 0.76391 2.01628 0.04
H 2.03270 -2.28509 1.36886 0.03
H 2.17004 -2.81247 -0.50328 0.05
H 3.74056 -2.48623 0.51855 0.05
H 3.45315 -1.44448 -2.36940 0.06
H 4.23057 0.26614 -2.20801 0.05
H 2.40471 0.04478 -2.85371 0.01
H 1.29164 1.92673 2.51185 0.10
H 1.06977 4.73353 2.78742 0.08
H 0.51431 6.30494 0.55865 0.07
H 0.14999 5.15111 -2.01552 0.10
H -2.11214 -0.15025 -4.22454 0.07
H -3.18710 -2.51934 -3.21249 0.09
H -3.66198 -3.97129 -0.37140 0.13
H -2.23160 -4.90767 -1.31858 0.12
H -0.67341 -4.30723 0.92888 0.13
H -3.40864 -3.94860 2.04375 0.11
H -1.96270 -6.26284 2.36793 0.13
H -2.94326 -6.61483 0.69589 0.12
H -0.44534 -6.13970 -0.25068 0.06
H 0.07684 -6.55583 1.27302 0.07
H -0.37092 -2.15385 0.76036 0.09
N 4.55781 5.51097 -2.95758 0.06
C 5.57162 5.39622 -3.84324 -0.16
C 5.85025 4.23712 -4.54965 -0.08
C 5.04373 3.12476 -4.33361 -0.08
C 3.99290 3.21127 -3.42620 -0.08
C 3.79094 4.41495 -2.77024 -0.14
H 6.17427 6.29021 -3.97456 0.10
H 6.67629 4.20239 -5.25086 0.10
H 5.23220 2.19818 -4.86801 0.10
H 3.34657 2.36215 -3.23509 0.06
H 2.98163 4.53365 -2.05523 0.08
N 2.68417 -4.26471 3.73865 0.06
C 1.34117 -4.13563 3.66753 -0.16
C 0.57224 -3.52985 4.64831 -0.06
C 1.21710 -3.02827 5.77395 -0.07
C 2.59920 -3.14781 5.87703 -0.08
C 3.28240 -3.76655 4.84247 -0.15
H 0.88406 -4.54561 2.77164 0.08
H -0.50331 -3.45146 4.53743 0.07
H 0.64755 -2.54796 6.56426 0.10
H 3.13133 -2.76774 6.74169 0.10
H 4.36231 -3.88082 4.87451 0.10
N -1.21303 7.67324 0.55411 0.04
C -2.28636 7.15644 -0.08327 -0.14
C -3.54889 7.72674 -0.05305 -0.07
C -3.72526 8.89671 0.67809 -0.08
C -2.63933 9.45212 1.34696 -0.08
C -1.41470 8.81056 1.25432 -0.14
H -2.09870 6.24134 -0.63738 0.09
H -4.37470 7.26956 -0.58623 0.10
H -4.70069 9.37198 0.72616 0.11
H -2.74409 10.36281 1.92569 0.10
H -0.53604 9.20686 1.75554 0.10
N -2.28751 -2.74127 6.74095 0.06
C -2.82517 -3.52740 5.78268 -0.16
C -3.53278 -4.68925 6.04640 -0.07
C -3.69727 -5.07289 7.37315 -0.08
C -3.15350 -4.28496 8.38241 -0.08
C -2.46516 -3.13844 8.01968 -0.15
H -2.66699 -3.18761 4.76328 0.09
H -3.94520 -5.28088 5.23699 0.10
H -4.24483 -5.97815 7.61877 0.11
H -3.26373 -4.55685 9.42606 0.10
H -2.02545 -2.48846 8.77101 0.10
N -2.65555 0.21781 -6.77161 0.05
C -3.55825 -0.32763 -7.61600 -0.15
C -3.21644 -1.03510 -8.75740 -0.08
C -1.86691 -1.19098 -9.05567 -0.08
C -0.91347 -0.63907 -8.20627 -0.07
C -1.35299 0.04844 -7.08642 -0.15
H -4.59823 -0.17601 -7.34195 0.10
H -3.98380 -1.45399 -9.39845 0.10
H -1.56054 -1.73815 -9.94245 0.11
H 0.14607 -0.74248 -8.41110 0.10
H -0.64749 0.49429 -6.39087 0.10
```

Computed properties:
Frontier orbital gap   7.66 eV
DFT total energy   -76558.734 eV
LUMO energy   0.006 Eh